Molecular formula: C27H24Cl2N3O4Ru
Method: DFT, wB97M-V/def2-TZVPD

Values from the calculation:
Multiplicity: 2
LUMO energy (spin up / spin down), eV: -0.89 / -1.63
HOMO (spin up / spin down), eV: -7.346 / -7.335
Total charge: 0

Structure (XYZ):
```
61
Properties=species:S:1:pos:R:3:forces:R:3
Ru -0.142 0.015 -0.523 0.44 3.68 -0.13
O 0.111 -0.079 -2.470 -1.15 -0.96 0.65
C 1.135 0.258 -3.175 1.49 0.74 -0.04
C 1.055 0.127 -4.577 -0.09 -0.02 0.08
C 2.095 0.497 -5.394 -0.12 0.03 0.33
C 3.263 1.023 -4.839 0.23 0.08 -0.08
C 3.391 1.133 -3.476 -0.13 -0.14 0.16
C 2.369 0.732 -2.591 -1.03 -0.37 -1.34
C 2.613 0.767 -1.199 -0.67 -0.35 1.64
N 1.797 0.346 -0.250 0.37 0.44 -2.33
N 2.189 0.470 1.016 0.94 -0.25 2.52
C 1.209 0.333 1.887 0.59 0.32 -1.72
O -0.015 0.206 1.500 -0.61 -0.70 -0.23
C 1.481 0.355 3.324 -0.03 0.08 0.66
C 0.392 0.402 4.199 0.15 0.01 -0.40
C 0.592 0.424 5.563 0.05 0.01 0.21
C 1.880 0.388 6.074 -0.05 -0.01 0.00
C 2.966 0.327 5.211 0.06 0.01 0.17
C 2.777 0.313 3.842 -0.32 0.01 -0.21
H 0.133 -0.268 -4.981 -0.04 0.00 -0.02
H 1.999 0.394 -6.465 0.00 -0.01 -0.10
H 4.072 1.328 -5.486 0.08 0.05 0.00
H 4.302 1.529 -3.053 0.13 0.02 0.04
H 3.571 1.155 -0.868 -0.01 -0.05 0.16
H -0.603 0.432 3.780 -0.06 0.00 0.00
H -0.259 0.473 6.227 -0.03 0.00 0.06
H 2.034 0.407 7.144 0.05 -0.01 0.03
H 3.968 0.291 5.616 0.07 0.00 0.00
H 3.612 0.268 3.163 0.10 0.01 -0.09
Cl -0.862 5.224 -0.373 0.30 0.37 0.00
C -2.047 3.996 -0.353 0.78 -1.84 -0.05
C -3.380 4.316 -0.252 -1.02 -0.93 -0.01
C -4.337 3.307 -0.263 0.80 0.45 -0.04
Cl -5.985 3.768 -0.154 -0.69 0.07 0.04
C -3.985 1.941 -0.385 -0.29 0.49 0.10
C -4.925 0.897 -0.464 0.83 -1.23 -0.22
C -4.462 -0.412 -0.652 -1.35 1.27 0.17
C -3.113 -0.652 -0.704 1.82 0.77 0.19
N -2.185 0.323 -0.566 -1.58 -1.40 -0.23
C -2.605 1.614 -0.448 0.17 0.27 -0.05
C -1.590 2.635 -0.443 -1.41 1.48 0.11
O -0.357 2.375 -0.551 1.51 -3.07 -0.12
H -3.680 5.348 -0.176 -0.07 0.10 0.01
H -5.983 1.098 -0.405 -0.04 0.08 0.01
H -5.155 -1.234 -0.752 -0.01 0.01 -0.01
H -2.718 -1.649 -0.860 0.00 0.01 0.09
C 1.776 -2.763 -1.929 -0.31 -0.14 0.24
C 0.956 -3.620 -0.985 0.44 -0.23 -0.43
O 0.236 -2.777 -0.104 -0.13 0.75 -0.07
C -0.622 -3.522 0.739 -0.42 -0.13 0.38
C -1.218 -2.610 1.794 0.23 -0.11 -0.34
H 2.460 -3.372 -2.512 0.06 -0.10 -0.05
H 2.351 -2.048 -1.343 0.10 0.05 -0.06
H 1.117 -2.224 -2.605 0.07 0.01 -0.04
H 1.616 -4.281 -0.398 -0.19 0.14 -0.02
H 0.254 -4.262 -1.543 0.08 0.12 0.12
H -0.046 -4.331 1.216 -0.08 0.10 -0.13
H -1.416 -3.987 0.129 0.16 0.03 0.07
H -0.438 -2.258 2.464 -0.02 0.12 0.04
H -1.969 -3.140 2.372 -0.11 -0.09 0.05
H -1.676 -1.746 1.310 -0.02 -0.03 0.21
```
Positions in Å, forces in eV/Å.

Mulliken atomic charge list, values in e, 8 entries: atom 1 (Ru): 0.77, atom 2 (O): -0.56, atom 3 (C): 0.49, atom 4 (C): -0.50, atom 5 (C): -0.50, atom 6 (C): -0.68, atom 7 (C): -0.93, atom 8 (C): 0.82

***

Molecular formula: C27H24CoN5O4S
Method: DFT, wB97M-V/def2-TZVPD

Values from the calculation:
Multiplicity: 2
LUMO energy (spin up / spin down), eV: 2.82 / 2.67
HOMO (spin up / spin down), eV: -3.075 / -3.197
Total charge: -1
Relative energy (zero: lowest compared OMol25 entry of this formula, charge and spin), kJ/mol: 204.1

Structure (XYZ):
```
62
Properties=species:S:1:pos:R:3:forces:R:3
Co 0.079 0.218 -0.820 0.20 -0.48 0.09
C 1.457 -3.404 -2.270 -0.01 -0.05 -0.02
C 1.240 -1.959 -1.958 0.04 0.14 -0.06
N 0.108 -1.453 -1.465 -0.21 -0.09 0.01
N -0.953 -2.299 -1.190 0.10 0.25 -0.01
C -1.859 -1.575 -0.579 -0.23 -0.09 -0.04
O -1.695 -0.339 -0.287 0.06 0.08 0.09
C -3.161 -2.211 -0.220 0.20 0.06 -0.05
C -4.218 -1.405 0.185 -0.05 0.01 0.01
C -5.445 -1.971 0.504 0.05 0.00 -0.01
C -5.618 -3.346 0.423 -0.03 -0.01 0.01
C -4.562 -4.154 0.020 0.02 0.02 0.00
C -3.338 -3.589 -0.303 -0.03 -0.02 0.02
C 2.180 -0.937 -2.179 0.01 -0.14 -0.03
C 3.463 -1.147 -2.743 -0.04 -0.01 0.01
C 4.281 -0.085 -2.990 0.00 0.04 0.02
C 3.829 1.209 -2.669 0.06 -0.01 -0.03
C 2.597 1.351 -2.087 -0.08 -0.10 0.00
N 1.761 0.324 -1.823 0.13 0.17 0.10
H 0.554 -3.962 -2.035 -0.01 0.01 0.00
H 2.281 -3.827 -1.688 0.01 0.01 0.01
H 1.690 -3.557 -3.328 0.00 0.00 0.00
H -4.065 -0.334 0.226 0.00 0.01 0.00
H -6.267 -1.337 0.811 -0.01 0.00 0.00
H -6.575 -3.788 0.673 0.00 0.00 0.00
H -4.693 -5.227 -0.043 0.00 0.00 0.00
H -2.505 -4.201 -0.621 0.00 0.00 -0.01
H 3.770 -2.158 -2.975 0.00 -0.01 0.00
H 5.261 -0.238 -3.425 0.01 0.02 0.00
H 4.432 2.087 -2.853 0.01 -0.01 0.00
H 2.243 2.332 -1.814 0.03 0.00 -0.03
C 0.806 -2.179 4.146 0.00 0.01 0.00
C 1.296 -0.902 4.388 0.02 0.02 0.03
C 1.317 0.061 3.393 -0.07 0.01 -0.01
C 0.836 -0.235 2.107 -0.06 0.11 -0.24
C 0.355 -1.528 1.868 0.03 -0.10 0.00
C 0.339 -2.481 2.872 0.00 0.03 -0.02
N 0.802 0.705 1.062 0.12 0.14 0.14
N 1.466 1.812 1.387 -0.16 -0.12 -0.18
C 1.432 2.873 0.528 0.20 0.04 0.18
C 2.475 3.822 0.688 -0.01 -0.06 0.06
C 2.616 4.918 -0.127 -0.05 0.02 -0.07
C 1.705 5.158 -1.162 0.02 -0.03 0.06
C 0.648 4.283 -1.322 0.02 0.01 0.07
C 0.516 3.186 -0.488 -0.20 -0.10 -0.13
H 0.790 -2.923 4.932 0.00 0.00 0.00
H 1.670 -0.646 5.374 0.00 -0.01 0.00
H 1.698 1.051 3.591 0.02 0.04 0.00
H 0.013 -1.794 0.881 0.04 0.01 0.07
H -0.041 -3.470 2.649 0.00 -0.01 0.00
H 3.186 3.614 1.479 0.01 0.01 -0.01
H 3.447 5.595 0.032 0.01 0.01 -0.01
H 1.811 6.013 -1.816 0.01 0.01 0.00
H -0.096 4.430 -2.093 -0.03 0.00 -0.01
C -1.942 2.131 1.507 -0.05 -0.02 0.12
S -2.027 2.787 -0.114 0.34 -0.16 -0.19
O -3.003 2.114 -0.899 -0.10 0.05 -0.03
O -2.022 4.214 -0.039 -0.02 0.10 -0.01
O -0.571 2.318 -0.736 -0.35 0.25 0.07
H -2.854 2.458 2.004 0.01 -0.03 0.02
H -1.062 2.550 1.992 0.00 0.00 0.01
H -1.878 1.048 1.435 -0.01 -0.02 -0.03
```
Positions in Å, forces in eV/Å.

Mulliken atomic charge list, values in e, 8 entries: atom 1 (Co): -0.19, atom 2 (C): -1.61, atom 3 (C): 0.60, atom 4 (N): 0.72, atom 5 (N): -1.20, atom 6 (C): 0.10, atom 7 (O): -0.31, atom 8 (C): 0.26

***

Molecular formula: C27H24F10N5O3OsS
Method: DFT, wB97M-V/def2-TZVPD

Values from the calculation:
Multiplicity: 2
LUMO energy (spin up / spin down), eV: 0.30 / 0.29
HOMO (spin up / spin down), eV: -6.465 / -7.250
Total charge: 0
Relative energy (zero: lowest compared OMol25 entry of this formula, charge and spin), kJ/mol: 0.0

Structure (XYZ):
```
71
Properties=species:S:1:pos:R:3:forces:R:3
Os -0.073 1.118 -0.157 0.28 0.20 0.02
C -0.532 3.981 0.806 -0.01 0.00 0.04
N 0.305 2.824 1.159 0.02 0.00 -0.08
C 0.020 2.397 2.552 -0.10 -0.05 0.02
C -1.165 1.445 2.522 0.18 0.03 0.06
N -0.889 0.460 1.490 -0.22 -0.20 -0.16
C -1.053 -0.889 1.789 -0.08 0.19 0.19
C -1.987 -1.698 1.139 0.04 -0.01 -0.01
F -2.784 -1.174 0.207 -0.05 -0.03 0.05
C -2.157 -3.032 1.462 0.03 0.04 0.05
F -3.061 -3.777 0.825 -0.01 0.00 -0.02
C -1.414 -3.585 2.489 -0.03 -0.02 -0.01
F -1.577 -4.873 2.827 -0.01 -0.02 -0.01
C -0.497 -2.810 3.173 0.04 0.01 0.01
F 0.220 -3.356 4.163 0.00 0.01 -0.01
C -0.320 -1.489 2.814 -0.06 -0.08 0.00
F 0.573 -0.756 3.495 0.03 -0.01 0.00
C 1.737 3.165 0.981 0.00 0.03 0.02
C 2.567 1.905 0.857 0.07 0.01 -0.05
N 1.887 1.039 -0.101 -0.27 -0.05 -0.01
C 2.627 -0.045 -0.596 0.08 0.06 -0.05
C 3.057 -1.095 0.205 -0.01 -0.03 0.03
F 2.742 -1.105 1.509 0.00 0.02 0.00
C 3.761 -2.170 -0.300 0.00 0.00 0.02
F 4.133 -3.170 0.510 -0.02 -0.01 0.00
C 4.039 -2.237 -1.651 -0.01 0.02 0.00
F 4.700 -3.284 -2.148 0.00 -0.01 0.00
C 3.623 -1.212 -2.482 -0.02 -0.01 0.01
F 3.901 -1.262 -3.786 0.00 0.00 0.00
C 2.938 -0.132 -1.953 0.03 -0.01 0.00
F 2.576 0.848 -2.781 0.01 0.01 -0.01
H -0.274 4.846 1.428 -0.01 0.00 0.00
H -1.580 3.727 0.950 0.00 0.00 0.00
H -0.384 4.225 -0.243 0.01 -0.01 0.00
H -0.153 3.275 3.184 0.00 0.00 0.00
H 0.887 1.856 2.928 -0.01 -0.02 -0.01
H -2.095 1.989 2.308 0.01 -0.01 -0.04
H -1.286 0.973 3.500 0.00 0.01 0.00
H 2.085 3.803 1.802 -0.02 0.00 0.00
H 1.812 3.726 0.049 0.00 0.00 0.00
H 2.694 1.413 1.830 -0.01 -0.01 -0.02
H 3.567 2.179 0.503 -0.01 -0.01 0.01
O -1.930 1.801 -0.801 0.03 -0.01 0.03
N -2.585 1.031 -1.689 0.00 -0.06 -0.05
C -3.845 1.417 -1.995 0.02 0.00 0.02
C -4.588 0.728 -2.905 -0.01 -0.01 -0.01
C -4.020 -0.396 -3.524 -0.01 0.01 0.00
C -2.747 -0.772 -3.198 0.01 0.01 0.01
C -1.997 -0.049 -2.250 0.01 0.03 -0.02
S -0.420 -0.516 -1.764 -0.01 -0.03 -0.02
H -4.177 2.292 -1.458 0.00 0.00 0.00
H -5.592 1.056 -3.128 0.00 0.00 0.00
H -4.587 -0.966 -4.247 0.00 0.00 0.00
H -2.279 -1.642 -3.635 0.01 0.00 0.00
O -0.282 -4.341 -1.441 0.01 0.00 0.01
C 0.328 -4.320 -0.406 -0.01 0.03 0.00
O 0.876 -3.211 0.096 0.06 0.07 -0.02
C 0.547 -5.567 0.458 -0.07 0.00 0.03
N 1.326 -5.227 1.662 0.02 -0.04 0.00
C 2.605 -5.967 1.632 -0.01 0.02 -0.01
C 2.799 -6.289 0.156 0.01 -0.01 -0.02
C 1.377 -6.612 -0.298 0.02 -0.01 0.02
H -0.448 -5.941 0.707 0.01 0.00 -0.01
H 0.807 -5.404 2.510 0.01 0.02 -0.02
H 1.296 -3.505 0.942 -0.04 -0.06 0.00
H 2.537 -6.893 2.213 0.01 0.00 0.00
H 3.407 -5.359 2.046 0.01 0.00 0.00
H 3.500 -7.107 -0.004 0.00 0.00 0.00
H 3.179 -5.411 -0.372 -0.01 -0.01 0.00
H 1.095 -7.613 0.034 0.00 0.00 -0.01
H 1.220 -6.550 -1.373 0.00 0.00 0.00
```
Positions in Å, forces in eV/Å.

Mulliken atomic charge list, values in e, 8 entries: atom 1 (Os): 1.24, atom 2 (C): -1.31, atom 3 (N): 0.39, atom 4 (C): -0.78, atom 5 (C): -0.95, atom 6 (N): 0.24, atom 7 (C): -0.91, atom 8 (C): 0.61

***

Molecular formula: C27H24N2O6PdS2Te
Method: DFT, wB97M-V/def2-TZVPD

Values from the calculation:
Multiplicity: 1
LUMO energy (spin up / spin down), eV: 4.17 / 4.17
HOMO (spin up / spin down), eV: -1.044 / -1.044
Total charge: -2
Relative energy (zero: lowest compared OMol25 entry of this formula, charge and spin), kJ/mol: 0.0

Structure (XYZ):
```
63
Properties=species:S:1:pos:R:3:forces:R:3
Pd -0.426 -0.184 0.232 -0.13 -0.06 -0.08
C -4.025 0.096 4.607 0.02 0.02 -0.01
C -3.738 -0.876 3.660 0.01 -0.01 0.00
C -3.005 -0.557 2.525 -0.02 -0.05 0.00
C -2.573 0.747 2.342 0.02 -0.05 0.06
C -2.834 1.725 3.295 0.01 0.03 -0.01
C -3.564 1.396 4.423 -0.02 -0.01 0.02
N -1.820 1.049 1.169 0.04 -0.02 -0.08
N -1.930 2.233 0.767 -0.02 -0.04 0.09
C -1.092 2.490 -0.309 0.04 0.03 -0.10
C -1.098 3.758 -0.895 -0.02 -0.02 0.02
C -0.226 4.016 -1.931 0.02 0.00 -0.01
C 0.656 3.015 -2.353 -0.01 0.02 -0.01
C 0.666 1.760 -1.766 0.00 -0.01 0.03
C -0.229 1.468 -0.737 0.05 0.03 -0.03
H -4.580 -0.162 5.501 0.00 0.00 0.00
H -4.059 -1.899 3.810 -0.01 0.00 0.00
H -2.726 -1.319 1.809 -0.02 0.03 0.01
H -2.427 2.716 3.153 0.00 0.00 -0.01
H -3.751 2.150 5.178 0.00 0.00 0.00
H -1.773 4.513 -0.511 0.00 0.00 0.00
H -0.208 4.992 -2.401 0.00 0.00 0.00
H 1.355 3.228 -3.154 0.00 0.00 0.00
H 1.377 1.007 -2.084 0.00 -0.02 0.00
O 2.860 -0.699 -1.631 -0.02 0.02 0.00
S 2.002 -1.780 -1.178 0.00 -0.05 -0.04
O 2.185 -3.029 -1.873 0.00 0.01 0.01
O 0.569 -1.372 -1.162 0.06 0.09 0.05
C 2.461 -2.052 0.542 0.02 0.04 -0.01
C 3.720 -1.569 0.880 -0.01 -0.01 0.00
C 4.228 -1.723 2.160 0.00 0.00 0.01
C 3.472 -2.362 3.125 0.03 0.02 0.00
C 2.213 -2.838 2.801 -0.05 0.02 0.01
C 1.690 -2.692 1.521 -0.03 0.04 0.02
S 0.006 -3.306 1.311 0.06 -0.11 -0.08
O -0.310 -3.991 2.550 -0.02 0.02 -0.02
O -0.010 -4.127 0.128 -0.02 0.01 0.02
O -0.826 -2.077 1.190 0.00 0.11 0.17
H 4.278 -1.039 0.123 0.00 0.00 -0.01
H 5.200 -1.312 2.407 -0.01 0.00 0.00
H 3.832 -2.445 4.143 0.00 -0.01 0.00
H 1.592 -3.311 3.549 0.01 0.00 0.00
C 3.822 -1.396 7.609 0.00 0.00 -0.01
C 3.229 -0.696 6.412 -0.01 -0.01 0.02
C 1.914 -0.912 6.026 0.01 0.03 0.02
C 1.351 -0.275 4.921 0.05 0.04 0.02
C -0.077 -0.575 4.572 0.00 -0.05 -0.06
C 2.125 0.615 4.154 -0.07 -0.05 0.01
Te 1.310 1.586 2.446 -0.01 0.00 0.03
C 3.462 0.832 4.537 0.03 0.00 -0.01
C 4.358 1.747 3.749 0.02 0.00 0.03
C 3.987 0.183 5.651 0.01 -0.01 -0.02
H 3.089 -2.058 8.074 0.00 0.00 0.00
H 4.156 -0.682 8.368 0.00 0.00 0.00
H 4.688 -2.002 7.330 0.00 0.00 0.00
H 1.300 -1.603 6.597 0.00 -0.01 0.00
H -0.499 -1.317 5.253 0.00 0.00 0.01
H -0.156 -0.960 3.553 -0.01 -0.02 -0.02
H -0.683 0.333 4.605 -0.01 0.02 0.00
H 4.322 1.495 2.688 0.02 -0.01 -0.01
H 5.388 1.682 4.110 0.00 0.00 0.01
H 4.022 2.785 3.822 -0.02 -0.01 -0.02
H 5.025 0.362 5.921 0.00 0.00 0.00
```
Positions in Å, forces in eV/Å.

Mulliken atomic charge list, values in e, 8 entries: atom 1 (Pd): 0.29, atom 2 (C): -0.38, atom 3 (C): -0.67, atom 4 (C): -0.38, atom 5 (C): -0.02, atom 6 (C): -0.03, atom 7 (C): -0.55, atom 8 (N): 0.61

***

Number 1: calculated total energy -68675.115 eV. Number 2: calculated total energy -92491.342 eV. Number 3: calculated total energy -82457.056 eV. Number 4: calculated total energy -76099.223 eV.